Entry 1:
{
  "formula": "C28H40Cl2F7N5O31",
  "method": "the ωB97M-V functional and the def2-TZVPD basis",
  "elements": ["Cl", "Cl", "F", "F", "F", "F", "F", "F", "F", "O", "O", "O", "O", "O", "O", "O", "O", "O", "O", "O", "O", "O", "O", "O", "O", "O", "O", "O", "O", "O", "O", "O", "O", "O", "O", "O", "O", "O", "O", "O", "N", "N", "N", "N", "N", "C", "C", "C", "C", "C", "C", "C", "C", "C", "C", "C", "C", "C", "C", "C", "C", "C", "C", "C", "C", "C", "C", "C", "C", "C", "C", "C", "C", "H", "H", "H", "H", "H", "H", "H", "H", "H", "H", "H", "H", "H", "H", "H", "H", "H", "H", "H", "H", "H", "H", "H", "H", "H", "H", "H", "H", "H", "H", "H", "H", "H", "H", "H", "H", "H", "H", "H", "H"],
  "coordinates": [[3.755040, 22.554920, -8.087000], [3.694530, 21.787810, -5.079920], [-7.975080, 28.355320, -15.693190], [-3.969460, 25.202090, -8.317620], [-6.102670, 28.641300, -4.353700], [-1.997780, 17.430100, -12.942320], [-8.864910, 25.373500, -7.795450], [-4.642440, 18.012930, -6.556440], [-6.862180, 33.868030, -7.929640], [-3.759250, 15.288660, -9.272890], [-7.094740, 25.938940, -3.439650], [-0.756710, 24.799840, -8.541850], [0.496820, 18.929070, -11.874460], [-0.267150, 26.979700, -12.446160], [-7.056800, 27.887020, -2.529960], [-5.736500, 16.192650, -8.485480], [-0.606080, 18.962390, -13.750190], [-5.309650, 32.436350, -8.530730], [1.631630, 26.142220, -12.108840], [-2.250300, 26.249770, -7.812930], [-3.041290, 31.278860, -4.143720], [-3.903540, 17.399170, -8.499730], [-0.075020, 26.539290, -7.084090], [0.126870, 20.930850, -12.948090], [-8.880400, 26.582480, -2.248910], [-4.541220, 20.952380, -11.819960], [-5.261350, 26.873200, -15.528460], [-6.285890, 32.440890, -10.487940], [-2.313110, 32.974410, -5.282830], [-10.563970, 27.536950, -6.933440], [3.072640, 30.020530, -8.389720], [-5.207680, 25.876350, -13.494130], [4.077100, 29.057500, -6.659130], [-5.813840, 30.473380, -9.506290], [-2.047680, 22.292140, -4.708430], [-1.617810, 21.721310, -2.735510], [-12.668340, 26.522300, -6.717450], [-11.071430, 25.736990, -8.045800], [-6.522110, 20.462290, -12.148620], [-6.714860, 27.501980, -13.994770], [-2.394620, 21.867110, -3.626860], [-2.390140, 31.756910, -5.034930], [0.740030, 26.456770, -12.818980], [3.790180, 29.120330, -7.872640], [-5.436800, 20.686070, -12.562800], [-4.903870, 18.117060, -7.824850], [-4.396620, 16.254180, -8.859650], [-6.819490, 28.436820, -15.019930], [-2.860160, 25.609260, -8.810200], [-6.264470, 33.820790, -10.160940], [-5.799510, 31.694660, -9.496580], [-1.636370, 30.773970, -5.893990], [0.032280, 19.686520, -12.846630], [-1.996120, 24.390090, -9.092880], [-0.733840, 17.631310, -13.272390], [-6.226650, 17.515440, -8.299320], [2.196800, 21.754070, -6.068730], [-9.753520, 26.097150, -8.466740], [-5.795470, 33.724000, -8.716810], [-5.263330, 20.547000, -14.052830], [4.203150, 27.921020, -8.693140], [-5.801250, 26.405690, -3.824090], [-9.575170, 27.506080, -7.940260], [-5.917940, 27.809040, -3.346990], [-11.552430, 26.559450, -7.152410], [0.973660, 26.223140, -14.236120], [-7.743750, 26.796470, -2.648470], [-5.650860, 28.164370, -16.012840], [0.096900, 17.624620, -12.058220], [-3.768900, 21.528450, -3.355680], [2.532160, 21.446020, -7.517020], [-5.648260, 26.717430, -14.236770], [-0.932600, 25.959500, -7.794130], [-6.221960, 20.889940, -14.442100], [4.211190, 28.219460, -9.741450], [-4.064800, 20.494160, -3.531140], [-2.421920, 23.543200, -8.554760], [-6.996830, 17.574290, -7.530250], [-4.838890, 19.183830, -8.039000], [-6.567640, 17.852400, -9.278240], [-0.280930, 17.159880, -11.147520], [-1.974470, 24.289630, -10.178020], [1.001520, 17.044460, -12.240380], [-0.458650, 16.910930, -14.042730], [-2.965310, 26.263450, -9.675700], [2.892630, 20.417550, -7.497770], [-9.572310, 25.997000, -9.536900], [-5.011050, 25.788560, -3.396500], [-4.018460, 21.722010, -2.312440], [-1.368290, 29.908000, -5.288740], [0.478830, 25.262620, -14.379770], [-2.375510, 30.485090, -6.641200], [-4.982900, 28.973110, -16.309250], [-5.049940, 19.505680, -14.294060], [1.463070, 21.090380, -5.611280], [-6.045320, 27.841730, -16.976380], [-4.448090, 22.050560, -4.029630], [-7.193820, 34.325960, -10.424020], [-9.731640, 28.219770, -8.749130], [-0.753110, 31.159260, -6.403410], [-5.701020, 26.351310, -4.908100], [-5.026170, 28.164330, -2.830640], [5.228370, 27.763840, -8.358020], [0.527050, 27.084960, -14.732010], [-6.803380, 29.434750, -14.581770], [1.773370, 22.752220, -6.180440], [1.674530, 21.440360, -8.189740], [2.019690, 26.185250, -14.540250], [-5.146860, 34.581760, -8.538860], [-5.482860, 34.370060, -10.685780], [-4.497710, 21.215760, -14.446150], [-8.566390, 27.682570, -7.567010], [3.436230, 27.160840, -8.544610]],
  "atomic_forces_ev_per_a": [[0.273, 0.260, -0.636], [-0.617, -0.111, 0.042], [-1.148, -0.635, -0.151], [-4.510, -0.977, 0.829], [-0.445, 1.262, -1.824], [-2.148, -0.316, 0.139], [0.957, -1.918, 0.571], [-0.080, -0.758, 3.070], [-1.276, 0.147, 1.466], [-1.820, 2.765, 0.636], [0.181, -1.977, -0.506], [1.078, 1.189, 0.633], [0.472, 1.693, 1.236], [-1.804, 0.515, -0.029], [1.469, 1.752, 0.853], [0.382, -1.236, -0.977], [-0.435, -1.270, -0.911], [0.959, 1.374, 0.923], [2.067, -0.997, 2.020], [2.511, 2.626, 2.016], [-0.321, -0.103, 0.254], [0.540, 1.828, -0.312], [-3.486, -2.443, -3.395], [0.043, -4.393, 0.635], [2.716, 0.616, -0.336], [2.286, 0.583, 0.054], [2.130, 0.579, 0.866], [-0.646, -0.095, -1.301], [-0.044, -1.983, 0.108], [-1.442, 0.399, 0.911], [2.053, -2.205, 1.112], [-0.710, 1.510, -0.952], [-0.402, 0.424, -2.580], [0.217, 2.519, 0.060], [-0.846, 0.080, -0.912], [0.894, -0.491, 1.851], [1.718, 0.226, 0.047], [1.277, -1.784, -2.300], [-3.105, -0.678, 0.263], [0.088, 0.378, 0.049], [0.935, 0.182, -0.828], [1.025, 1.664, -0.468], [0.944, 0.716, -0.450], [-1.912, 1.162, 1.311], [0.837, -0.248, -0.621], [-0.663, 2.716, -2.416], [-0.077, -4.953, -0.005], [1.108, 2.082, -0.602], [1.410, -0.908, -2.338], [1.332, -0.403, -0.080], [-0.574, -4.117, -1.235], [-0.262, -0.248, -0.308], [0.148, 5.768, -0.454], [-0.222, 1.009, -0.434], [0.130, 0.249, -0.911], [1.404, -0.651, 0.389], [-0.312, 1.153, -0.766], [-0.294, 1.303, 0.296], [-0.715, 2.045, -0.670], [-0.165, 0.812, -0.181], [0.233, 1.462, -0.337], [-1.007, -0.727, -0.085], [-0.575, -0.198, -0.724], [1.841, 0.818, 1.263], [-0.302, 2.277, 0.604], [-0.705, 0.255, -1.222], [-4.271, -2.117, -0.261], [-2.340, -1.735, -0.717], [2.275, -2.227, 0.746], [-2.679, -0.182, -0.003], [-0.090, -1.872, 0.756], [0.572, -2.502, 0.221], [2.880, 0.215, 2.770], [0.088, -0.432, -0.114], [-0.130, 0.052, 0.141], [0.998, -0.292, -0.085], [0.278, -0.157, -0.178], [0.067, -0.235, -0.142], [0.283, -0.010, -0.551], [-0.012, 0.599, 0.252], [-0.791, 0.431, -0.171], [0.560, -0.626, 0.172], [0.207, -0.110, -0.203], [0.036, 0.204, -0.095], [-0.473, 0.095, -0.101], [0.529, 0.058, -0.545], [-0.577, -0.406, 0.053], [-0.107, 0.209, 0.377], [0.329, 0.232, -0.170], [-0.208, 0.239, 0.042], [-0.063, 0.207, -0.709], [0.094, -0.142, -0.020], [0.871, -0.320, 1.274], [-0.104, 0.144, 0.194], [0.235, -0.073, -0.156], [-0.652, 0.651, -0.107], [0.362, 0.458, 0.105], [-0.201, -0.355, 0.718], [-0.493, 0.352, 0.200], [-0.288, 0.520, 0.355], [-0.131, 0.151, 0.015], [-0.211, 0.032, 0.462], [-0.377, -0.796, 0.039], [-0.404, -0.529, -0.301], [0.088, -0.031, 0.147], [0.049, 0.210, 1.059], [-0.091, 0.422, 0.240], [-0.054, -0.195, 0.752], [0.753, -0.742, 0.690], [0.166, -0.406, -0.545], [0.203, -0.206, 0.476], [-0.229, -0.234, 0.340], [0.462, -0.123, 0.326]],
  "mulliken_charge": [-0.18, -0.19, -0.29, -0.31, -0.29, -0.25, -0.27, -0.29, -0.29, -0.56, -0.35, -0.29, -0.31, -0.54, -0.33, -0.35, -0.32, -0.25, -0.50, -0.27, -0.50, -0.28, -0.59, -0.60, -0.57, -0.51, -0.35, -0.33, -0.54, -0.34, -0.51, -0.53, -0.48, -0.57, -0.50, -0.53, -0.51, -0.34, -0.54, -0.27, 0.89, 0.90, 0.92, 0.78, 0.90, 0.28, 0.66, 0.31, 0.28, -0.42, 0.63, -0.71, 0.70, -0.35, 0.42, -0.30, -0.33, 0.33, 0.38, -0.71, -0.57, -0.21, -0.35, 0.40, 0.67, -0.72, 0.70, -0.32, -0.41, -0.75, -0.43, 0.69, 0.66, 0.32, 0.26, 0.29, 0.25, 0.28, 0.29, 0.27, 0.30, 0.27, 0.24, 0.22, 0.34, 0.32, 0.29, 0.24, 0.30, 0.28, 0.27, 0.26, 0.28, 0.27, 0.31, 0.24, 0.29, 0.29, 0.26, 0.32, 0.17, 0.24, 0.27, 0.29, 0.24, 0.21, 0.29, 0.29, 0.28, 0.28, 0.28, 0.26, 0.25],
  "charge": 0,
  "energy_ha": -5316.0566,
  "e_lumo_ha": -0.002,
  "multiplicity": 1,
  "homo_lumo_gap_ev": 10.27
}

---

Entry 2:
{
  "formula": "C4H14NOSi",
  "method": "the ωB97M-V functional and the def2-TZVPD basis",
  "elements": ["Si", "O", "N", "C", "C", "C", "C", "H", "H", "H", "H", "H", "H", "H", "H", "H", "H", "H", "H", "H", "H"],
  "coordinates": [[1.701231, -0.275547, -0.089936], [-1.820040, -0.727147, 0.311550], [0.577596, -1.865613, -0.002149], [1.230619, 0.801208, 1.375539], [-1.940192, 0.648585, 0.045279], [1.598686, 0.170335, -1.877519], [-3.117405, 1.270370, 0.164411], [0.904880, -2.458115, 0.768041], [2.038055, 1.192779, -1.935685], [-3.928193, 0.714847, 0.636065], [-0.478621, -1.610770, 0.210122], [-2.508600, -0.995106, 1.017578], [2.105782, 1.082880, 1.961059], [0.778198, 1.699977, 1.342292], [2.300686, -0.439444, -2.425028], [0.583748, -2.318384, -0.936971], [0.755717, 0.399258, -2.415303], [-0.962018, 1.011536, -0.165468], [3.010057, -0.886845, -0.071974], [-3.381208, 2.250082, 0.012522], [0.551018, 0.335120, 2.075579]],
  "atomic_forces_ev_per_a": [[-1.059, -0.354, -0.408], [-1.817, -0.389, 2.068], [-1.047, 0.983, 0.211], [1.579, -2.504, 0.627], [-1.545, -0.156, 0.454], [2.047, 1.644, 1.255], [1.076, -2.730, 0.988], [-0.076, -0.284, -0.654], [0.363, -0.409, 0.283], [0.004, -0.240, -0.432], [1.766, -0.006, -0.448], [1.394, 0.566, -1.783], [0.424, -0.533, -0.024], [-1.652, 3.270, -1.460], [-0.001, -0.396, -0.262], [0.232, -0.066, 1.022], [-2.545, -0.279, -1.103], [0.200, 0.710, -0.653], [0.462, -0.182, 0.662], [0.197, 2.281, -0.565], [-0.002, -0.924, 0.222]],
  "nbo_charge": [1.48, -0.75, -1.08, -1.14, 0.12, -1.15, -0.43, 0.43, 0.28, 0.20, 0.48, 0.52, 0.28, 0.27, 0.27, 0.44, 0.27, 0.18, -0.16, 0.23, 0.27],
  "relative_energy_kcal_mol": 27.6,
  "charge": 1,
  "energy_ha": -580.0238,
  "e_lumo_ha": -0.111,
  "multiplicity": 1,
  "homo_lumo_gap_ev": 10.24
}